No. 1
Computed, not measured: the molecule C3H5ClO at a distorted geometry, with wB97M-V/def2-TZVPD.

SMILES: ClC[C@@H]1CO1
Total charge: 0
E_HOMO (hartree): -0.3899
DFT total energy (a.u.): -652.68634
F_max (hartree/bohr): 0.059
Frontier orbital gap (eV): 11.7
Lowest unoccupied orbital energy (eV): 1.0
ΔE to the lowest compared entry with this formula, charge and spin (eV): 1.278

Last column: Mulliken charge in e.
CARTESIAN COORDINATES (ANGSTROEM)
C (0.759, 0.410, 0.895)  -0.435
C (-0.096, 0.381, -0.359)  -0.026
C (-0.754, -0.837, -0.886)  -0.308
H (1.193, -0.562, 1.163)  0.289
H (1.573, 1.062, 0.665)  0.284
H (-0.704, 1.259, -0.394)  0.360
H (-0.513, -1.827, -0.426)  0.207
H (-1.665, -0.678, -1.475)  0.244
O (0.373, -0.199, -1.483)  -0.422
Cl (-0.165, 0.991, 2.300)  -0.192

No. 2
Computed, not measured: a cluster of 2 separate species, C3H5ClOS in total at a distorted geometry, with wB97M-V/def2-TZVPD.

Total charge: 0
E_HOMO (alpha / beta) (hartree): -0.1885 / -0.3759
DFT total energy (a.u.): -1050.66232
F_max (hartree/bohr): 0.077
2S+1: 3
Frontier orbital gap (alpha / beta) (eV): 5.9 / 8.3
⟨S²⟩: 2.006
Lowest unoccupied orbital energy (alpha / beta) (eV): 0.7 / -1.9
ΔE to the lowest compared entry with this formula, charge and spin (eV): 2.689

Last column: Mulliken spin population.
CARTESIAN COORDINATES (ANGSTROEM)
C (1.283, -0.628, 2.033)  -0.007
C (1.378, 0.185, 2.892)  0.033
C (-1.227, -0.752, -1.473)  -0.050
O (0.235, 1.717, -1.799)  0.275
S (0.386, 0.094, -1.363)  1.641
Cl (1.635, 1.316, 4.022)  0.001
H (0.910, -1.413, 1.431)  -0.015
H (-0.299, 2.240, -1.126)  0.029
H (-1.584, -0.594, -2.489)  0.034
H (-1.860, -0.434, -0.755)  0.029
H (-0.857, -1.731, -1.373)  0.030

No. 3
Computed, not measured: a cluster of 2 separate species, C3H5ClS in total at a distorted geometry, with wB97M-V/def2-TZVPD.

SMILES: C#CCl.CS
Total charge: 0
E_HOMO (hartree): -0.3340
DFT total energy (a.u.): -975.57145
F_max (hartree/bohr): 0.090
Frontier orbital gap (eV): 9.9
Lowest unoccupied orbital energy (eV): 0.8
ΔE to the lowest compared entry with this formula, charge and spin (eV): 2.320

Last column: Mulliken charge in e.
CARTESIAN COORDINATES (ANGSTROEM)
C (-3.938, 0.814, -0.171)  -0.252
C (-3.754, -0.272, 0.285)  0.021
C (2.972, -0.235, -0.357)  -0.774
S (1.193, -0.374, 0.006)  -0.192
Cl (-3.616, -1.654, 1.165)  -0.133
H (-4.093, 1.755, -0.533)  0.364
H (1.051, 0.799, 0.787)  0.125
H (3.142, 0.527, -0.996)  0.308
H (3.327, -1.205, -0.721)  0.267
H (3.716, -0.155, 0.536)  0.267

No. 4
Computed, not measured: a structure of composition C3H5CsNaO4 at a distorted geometry, with wB97M-V/def2-TZVPD.

Total charge: 0
E_HOMO (alpha / beta) (hartree): -0.1293 / -0.2752
DFT total energy (a.u.): -600.52090
F_max (hartree/bohr): 0.098
2S+1: 2
Frontier orbital gap (alpha / beta) (eV): 2.5 / 7.1
⟨S²⟩: 0.750
Lowest unoccupied orbital energy (alpha / beta) (eV): -1.0 / -0.4
ΔE to the lowest compared entry with this formula, charge and spin (eV): 0.314

Last column: Mulliken spin population.
CARTESIAN COORDINATES (ANGSTROEM)
Na (-4.084, -0.474, 1.321)  0.293
O (-3.834, -3.356, 1.410)  -0.003
C (-2.667, -3.009, 0.852)  0.041
H (-2.795, -2.313, -0.007)  -0.001
H (-1.660, -3.279, 0.499)  0.003
C (-1.595, -1.784, 2.417)  0.050
O (-0.563, -0.766, 2.076)  0.003
C (0.512, -0.645, 2.831)  0.035
O (0.797, -1.232, 3.842)  0.008
O (1.370, 0.144, 2.158)  0.005
Cs (0.886, 2.117, -0.072)  0.567
H (-1.022, -2.715, 2.555)  -0.008
H (-1.767, -1.667, 3.500)  0.013
H (2.219, 0.207, 2.615)  -0.005

No. 5
Computed, not measured: a structure of composition C3H5CsO4 at a distorted geometry, with wB97M-V/def2-TZVPD.

Total charge: 0
E_HOMO (hartree): -0.2249
DFT total energy (a.u.): -438.34029
F_max (hartree/bohr): 0.098
Frontier orbital gap (eV): 5.6
Lowest unoccupied orbital energy (eV): -0.6
ΔE to the lowest compared entry with this formula, charge and spin (eV): 2.367

Last column: Mulliken charge in e.
CARTESIAN COORDINATES (ANGSTROEM)
Cs (-0.252, -1.822, 5.193)  0.916
O (-1.161, -1.295, 0.979)  -0.597
C (-0.613, -0.506, 0.218)  0.713
O (0.701, 0.451, 3.164)  -1.021
H (0.455, 1.350, 2.949)  0.107
O (0.612, -0.731, -0.243)  -0.289
C (0.821, -0.055, -1.490)  -0.258
H (1.075, -0.749, -2.296)  0.239
H (1.574, 0.739, -1.430)  0.261
C (-0.541, 0.577, -1.788)  -0.236
H (-0.938, 0.139, -2.711)  0.230
H (-0.415, 1.657, -1.914)  0.265
O (-1.318, 0.244, -0.630)  -0.329

No. 6
Computed, not measured: a structure of composition C3H5CuO2 at a distorted geometry, with wB97M-V/def2-TZVPD.

Total charge: +1
E_HOMO (alpha / beta) (hartree): -0.5002 / -0.5064
DFT total energy (a.u.): -1907.82204
F_max (hartree/bohr): 0.030
2S+1: 2
Frontier orbital gap (alpha / beta) (eV): 7.4 / 6.9
⟨S²⟩: 0.757
Lowest unoccupied orbital energy (alpha / beta) (eV): -6.2 / -6.8
ΔE to the lowest compared entry with this formula, charge and spin (eV): 0.000

Last column: Mulliken spin population.
CARTESIAN COORDINATES (ANGSTROEM)
H (2.617, -1.074, -0.130)  0.000
Cu (-0.222, -2.212, -0.240)  0.120
O (0.660, -0.074, -0.110)  -0.009
O (2.812, -0.116, -0.004)  0.002
C (1.760, 0.592, 0.242)  0.031
C (-0.553, 0.725, -0.232)  -0.062
C (-1.699, -0.048, 0.296)  0.796
H (-0.384, 1.655, 0.336)  0.062
H (-0.674, 0.973, -1.293)  0.020
H (-1.635, -0.501, 1.291)  0.027
H (-2.682, 0.079, -0.156)  0.013